# 1
Formula: C2H11N4
Source: OMol25
Level of theory: wB97M-V/def2-TZVPD

ΔE to the lowest compared entry with this formula, charge and spin = 106.83 kcal/mol
gap between HOMO and LUMO = 9.57 eV

Geometry as ORCA input:
```
! RIJCOSX wB97M-V def2-TZVPD def2/J DEFGRID3
* xyz 1 1
C 0.00428 -0.80655 1.93701
C 0.44356 -0.36859 0.57065
N -0.13626 0.12490 -0.39331
N 2.28644 0.36630 -1.15524
N 2.41667 -0.33020 -0.01598
N -2.64584 0.76086 -0.72019
H 0.66856 -0.11612 2.57714
H 0.48560 -1.77016 2.25458
H -1.02330 -0.68569 2.22567
H -1.36132 0.19159 -0.47543
H 0.37808 0.23434 -1.23057
H 2.28095 -0.18965 -1.99208
H 2.54285 1.32259 -1.20405
H 2.56351 -1.37103 -0.21999
H -2.74073 1.67769 -1.14420
H -3.30275 0.23531 -1.32593
H -2.86029 0.72441 0.31193
*
```

Charges per atom according to natural (NBO) partitioning, unit e: C -0.74; C 0.50; N -0.72; N -0.63; N -0.39; N -1.04; H 0.29; H 0.28; H 0.24; H 0.43; H 0.39; H 0.38; H 0.40; H 0.37; H 0.41; H 0.42; H 0.41


# 2
Formula: C2H11NO2
Source: OMol25
Level of theory: wB97M-V/def2-TZVPD

ΔE to the lowest compared entry with this formula, charge and spin = 13.68 kcal/mol
gap between HOMO and LUMO (spin up / spin down) = 2.99 / 9.18 eV

Geometry as ORCA input:
```
! RIJCOSX wB97M-V def2-TZVPD def2/J DEFGRID3
* xyz -1 2
C 1.14849 -0.58220 1.26450
N 0.87266 0.22764 0.07641
C 0.81222 1.62777 0.39655
H 2.04045 -0.16868 1.74550
H 0.31471 -0.54287 1.99011
H 1.47015 -1.58160 1.02654
H -0.06038 0.03051 -0.22502
H 0.14886 1.89957 1.25932
H 0.49458 2.32708 -0.38207
H 1.80833 2.05254 0.74772
H -0.58463 -2.28626 -2.94340
H -0.98076 -2.00820 -1.46257
O -1.08928 -1.68471 -2.37297
H -1.78369 0.96511 -0.62661
H -2.41925 -0.57326 -0.42227
O -2.19244 0.29756 -0.07173
*
```

Charges per atom according to natural (NBO) partitioning, unit e: C -0.49; N -0.64; C -0.43; H 0.17; H 0.17; H 0.19; H 0.37; H 0.15; H 0.19; H 0.17; H 0.37; H 0.30; O -1.34; H 0.47; H 0.44; O -1.08